Here is C11H13N5S in the gas phase at a distorted geometry from the Open Molecules 2025 dataset. Energies are from the ωB97M-V functional and the def2-TZVPD basis.

Orbital gap (eV): 8.541
Electronic energy (eV): -29901.4819

Structure (XYZ):
```
30
Properties=species:S:1:pos:R:3:nbo_charge:R:1
C 0.96 -4.03 3.17 -0.6104
C 1.60 -3.32 1.98 -0.2390
N 1.06 -1.94 1.96 -0.5252
C -0.03 -1.65 1.32 0.2500
S -0.91 -2.78 0.36 0.0077
N -0.43 -0.36 1.40 -0.4654
N -1.59 0.26 0.73 -0.4530
C -1.53 1.37 -0.11 0.3644
N -2.59 2.17 0.02 -0.2889
N -2.76 3.25 -0.72 -0.2032
C -1.89 3.60 -1.67 0.0055
C -0.72 2.85 -1.86 -0.0585
C 0.19 3.19 -2.90 -0.1859
C 1.33 2.41 -3.09 -0.1870
C 1.55 1.29 -2.24 -0.2214
C 0.63 0.94 -1.25 -0.1164
C -0.54 1.70 -1.05 -0.1409
H 1.31 -5.07 3.26 0.2077
H -0.13 -4.03 3.00 0.2026
H 1.14 -3.48 4.09 0.2136
H 2.66 -3.23 2.08 0.1973
H 1.44 -3.89 1.07 0.1774
H -1.74 -1.85 -0.22 0.1654
H 0.18 0.25 1.95 0.4108
H -2.44 0.26 1.27 0.4057
H -2.09 4.54 -2.18 0.2047
H 0.04 4.12 -3.45 0.2227
H 2.04 2.66 -3.83 0.2183
H 2.47 0.73 -2.41 0.2222
H 0.78 0.03 -0.68 0.2193
```



Here is C11H13NO in the gas phase at a distorted geometry from the Open Molecules 2025 dataset. Energies are from the ωB97M-V functional and the def2-TZVPD basis.

Orbital gap (eV): 9.055
Electronic energy (eV): -15152.9322

Structure (XYZ):
```
26
Properties=species:S:1:pos:R:3:nbo_charge:R:1
N -0.82 1.97 1.23 -0.8462
C -1.51 0.90 0.48 -0.0356
C -1.56 -0.61 0.99 -0.4336
C -1.06 -1.42 -0.26 -0.2610
C -1.77 -0.60 -1.34 -0.3913
C -0.87 0.57 -0.91 -0.2739
C 0.58 0.07 -0.72 -0.1499
C 1.74 0.87 -0.58 0.3230
O 1.85 2.15 -0.85 -0.6456
C 2.77 0.22 0.27 -0.2863
C 2.75 -1.12 0.44 -0.1931
C 1.53 -1.89 0.11 -0.2578
C 0.43 -1.18 -0.26 0.0601
H 0.19 1.78 1.11 0.3611
H -1.15 2.88 0.91 0.3705
H -2.55 1.18 0.21 0.1969
H -1.11 -0.94 1.96 0.2338
H -2.58 -0.86 1.28 0.2160
H -1.19 -2.56 -0.25 0.2189
H -1.53 -0.90 -2.42 0.2258
H -2.92 -0.51 -1.03 0.2232
H -0.87 1.38 -1.62 0.2054
H 0.92 2.38 -0.66 0.4835
H 3.58 0.80 0.68 0.2195
H 3.69 -1.60 0.92 0.2246
H 1.47 -2.96 0.30 0.2119
```



Here is C11H13NO2S in the gas phase at a distorted geometry from the Open Molecules 2025 dataset. Energies are from the ωB97M-V functional and the def2-TZVPD basis.

Orbital gap (eV): 9.664
Electronic energy (eV): -28036.8379

Structure (XYZ):
```
28
Properties=species:S:1:pos:R:3:nbo_charge:R:1
O 3.01 -1.52 0.42 -0.6173
C 1.99 -1.21 -0.15 0.6951
C 1.38 -1.90 -1.32 -0.4854
C 0.36 -0.94 -1.89 -0.4037
C 0.07 0.12 -0.76 0.4556
C -1.19 -0.23 -0.07 -0.2947
C -1.38 -0.99 1.07 -0.2502
C -2.76 -1.14 1.37 -0.2531
C -3.52 -0.48 0.44 -0.4449
S -2.66 0.16 -0.85 0.5029
O 0.12 1.42 -1.37 -0.5406
C 0.04 2.41 -0.23 -0.0743
C 1.35 2.19 0.65 -0.4444
C 1.44 0.80 1.19 -0.2298
N 1.17 -0.17 0.17 -0.4864
H 2.00 -2.17 -2.11 0.2333
H 0.89 -2.79 -0.79 0.2254
H 0.93 -0.56 -2.72 0.2208
H -0.47 -1.38 -2.21 0.2097
H -0.54 -1.16 1.76 0.2329
H -3.10 -1.64 2.21 0.2226
H -4.66 -0.68 0.39 0.2455
H -0.79 2.09 0.34 0.1900
H 0.13 3.39 -0.73 0.2139
H 1.04 2.89 1.41 0.2169
H 2.20 2.57 0.12 0.2214
H 2.34 0.41 1.66 0.2559
H 0.59 0.51 1.99 0.1829
```



Here is a 2-piece molecular cluster, C11H13NO3 overall at a distorted geometry from the Open Molecules 2025 dataset. Energies are from the ωB97M-V functional and the def2-TZVPD basis.

Orbital gap (alpha / beta) (eV): 7.465 / 7.463
Electronic energy (eV): -19246.1685

Structure (XYZ):
```
28
Properties=species:S:1:pos:R:3:nbo_charge:R:1
C 4.95 0.31 -0.01 -0.2255
C 4.53 -0.98 -0.32 -0.2202
C 4.05 1.36 -0.06 -0.2119
C 3.22 -1.21 -0.68 -0.2162
C 2.73 1.13 -0.41 -0.2231
C 2.30 -0.16 -0.73 -0.0189
C 0.92 -0.45 -1.09 -0.1241
C -2.74 0.75 0.73 -0.5077
C -3.69 0.91 -0.45 -0.0758
C -2.47 -0.73 0.93 -0.0717
C -2.32 -0.69 -1.43 0.6264
N -0.08 0.34 -1.03 -0.0364
O -0.16 1.54 -0.66 -0.5734
O -3.09 0.37 -1.62 -0.4416
O -2.31 -1.42 -0.32 -0.4634
H 5.98 0.49 0.27 0.2072
H 5.23 -1.80 -0.26 0.2078
H 4.37 2.36 0.17 0.2084
H 2.89 -2.22 -0.92 0.2006
H 2.02 1.94 -0.44 0.2454
H 0.69 -1.46 -1.42 0.1750
H -1.81 1.28 0.48 0.2912
H -3.15 1.19 1.64 0.2327
H -4.63 0.37 -0.26 0.1810
H -3.91 1.95 -0.67 0.2192
H -1.54 -0.89 1.49 0.2173
H -3.29 -1.22 1.45 0.1915
H -1.99 -1.20 -2.32 0.2064
```



ΔE to the lowest compared entry with this formula, charge and spin, record by record: 25.04, 57.89, 13.48, 113.85 kcal per mole